Formula: H2N2O4S
Source: the OMol25 dataset
Level of theory: wB97M-V/def2-TZVPD

The geometry in ORCA input format:
```
! wB97M-V def2-TZVPD RIJCOSX def2/J DEFGRID3
* xyz 0 1
N 0.66303 0.68375 1.24179
O 0.47335 1.04971 -1.21813
H -0.00853 0.66742 2.02949
S -0.17154 0.92892 0.01631
N -0.69765 -0.88449 -0.50027
O 0.91886 -1.61007 -0.35333
O -1.18080 -1.18993 -1.45303
O -1.54091 1.27626 0.17056
H 1.54419 -0.92158 0.06661
*
```

## Properties
M in g/mol: 126.09
ΔE to the lowest compared entry with this formula, charge and spin in kcal/mol: 92.47
E in a.u.: -809.63096
Highest occupied orbital energy (alpha / beta) in hartree: -0.4111 / -0.4111
Kohn-Sham gap (alpha / beta) in eV: 8.40 / 8.40

***

Formula: C32H88AsF6N8O12SSr
Source: the OMol25 dataset
Level of theory: wB97M-V/def2-TZVPD

The geometry in ORCA input format:
```
! wB97M-V def2-TZVPD RIJCOSX def2/J DEFGRID3
* xyz 0 2
C 6.55076 4.28938 -1.08264
Sr 0.71587 -2.95726 2.30044
C -1.17037 0.01159 3.83949
H -2.21628 -0.21968 4.04119
O -3.62476 -2.15806 2.20805
H 4.72816 0.24875 -4.06636
H 2.17906 2.49803 -1.26664
H -4.07917 -3.59688 -4.96968
H 1.96113 -5.68597 -0.70175
C 1.21385 -3.53152 -0.54556
H -2.78570 5.84445 -2.53664
C 3.36938 0.46410 4.47191
H 7.11246 4.15588 -0.15810
H 0.17230 -6.97410 1.48527
H 2.18336 -0.08896 2.08781
N 3.08007 1.15806 -5.98323
C 4.28875 -1.51785 2.97222
C 1.49016 -3.39693 -2.11426
H -0.97624 0.24830 -3.65084
N -3.29732 -0.12371 -1.89879
H -4.08579 5.73806 -1.41127
H 1.77792 -3.08568 -7.23546
H 1.27630 -6.63237 2.86910
O -3.65651 2.37191 2.24913
H -1.97313 3.07501 3.22235
C 4.29510 3.88659 -0.03280
C -3.45613 5.12924 -2.06009
C -1.96867 0.62519 -3.89807
H 4.36613 -1.43847 -4.13847
F -0.44892 1.60320 -1.48643
F 0.13136 -1.04923 0.81574
H -4.45771 3.55839 -0.22110
H 3.09320 -0.37666 -3.63120
H -4.66471 -0.65433 1.51263
H -0.88972 0.59381 4.71718
N 5.35445 6.02991 -0.10302
H 3.04977 -1.62271 4.46159
C 3.28537 -0.24966 -5.64689
C 1.85292 -0.98640 -5.71372
H 6.53013 3.30443 -1.54907
H 5.81733 6.61625 -0.78275
C -0.64855 -2.00220 4.97402
C -6.87579 0.60346 1.49667
H 2.78587 1.06096 -6.94454
As -0.10497 0.28471 -0.35302
H -3.33297 2.43021 -0.03194
H 4.50061 6.53553 0.08516
H -1.36984 3.78154 0.42079
H -5.00264 1.34435 3.22739
H 3.49281 3.16452 -2.34064
H 1.24967 2.01174 6.54482
C 1.12830 -6.54999 1.79234
H -3.54738 3.88280 3.67847
C -5.46308 1.15558 1.12072
H -3.60851 0.48741 1.07325
H -2.04370 1.69789 -3.71972
F 1.42142 -0.08126 -1.27561
H -2.04908 -2.09982 -3.46182
C 0.00552 4.99967 -1.83609
H -5.14150 -4.14004 -3.60521
C -3.05210 2.97319 3.33877
C -1.44883 -3.33862 4.92845
C -1.68388 4.59343 -0.23521
N -0.69175 -4.30958 4.06689
H 0.29614 3.95460 -1.72899
H -2.40435 -0.32786 -1.47334
H -2.12175 -3.44926 6.93874
H -0.72107 -4.53259 6.51059
H -4.10014 0.15360 -3.83646
O -0.60565 -1.29086 3.68015
H 0.30654 -5.59059 -0.61133
H -7.38453 0.15902 0.64125
O -4.15773 -2.44894 -3.29357
F -0.95086 -0.92577 -1.32235
O 1.19890 -5.22022 1.25923
H -2.04390 3.49191 -1.97425
O 4.14337 2.51132 -0.55009
N 2.26402 -2.90482 0.16786
H 0.87938 5.60392 -2.07968
O -3.31922 -2.29907 -0.10724
H -2.13827 5.31308 0.44577
H -2.42552 -4.86477 5.95724
H 4.91892 -0.92688 2.30758
C 5.18045 4.81879 -0.88893
H -3.33175 -4.40289 -3.55207
S -2.93182 -2.93834 1.19105
H -2.99880 -1.67716 -4.87131
C -3.17512 -0.19206 -3.37500
O 1.94104 -2.34232 -5.39509
H 0.20666 -3.12775 -0.44247
O -3.51281 -4.29478 1.32497
H 3.01990 2.10194 6.80422
C -1.67560 -4.11065 6.19605
H 4.56793 3.95503 1.02027
H 1.88105 -7.20649 1.35590
H 0.11115 -4.70567 4.53439
C 3.12599 -0.82613 3.72149
N -4.49536 0.07006 0.82949
H 3.11076 -3.45231 0.10965
H 4.01027 -2.34126 2.31454
H -0.64420 5.27293 -2.66754
C 3.93455 -0.45412 -4.31985
O -0.61119 5.41123 -0.63753
H -5.60071 2.90873 2.55149
H -1.30451 0.48202 2.86542
C 1.18966 -5.09615 -0.20671
C 2.51051 -3.08236 -6.42836
H 1.15786 -0.53011 -5.00889
C -2.73408 4.00223 -1.30245
H -7.60635 1.33244 1.84734
H 3.31053 -2.60209 -6.99174
H 3.35998 1.32467 3.80299
H 2.31163 -4.04974 -2.40944
H 0.60335 -3.62885 -2.70407
H 3.31151 4.35627 -0.02634
F 0.69017 1.37648 0.79496
H 4.34987 0.29108 4.91552
N 1.96426 -0.72290 2.84293
C -5.02225 2.00484 2.36051
H 3.30227 1.45078 -2.08729
H 0.36442 -2.16686 5.34127
H 4.65822 5.19314 -1.76941
C -3.01635 -1.71254 -3.78203
H -1.98051 0.57007 -4.98661
H 2.51947 -2.09175 -0.37415
C 2.22836 1.96724 6.06704
H -0.99276 -1.42136 5.82974
H 7.24315 4.83447 -1.72419
H 2.29342 1.56976 -5.50180
H 1.95878 -2.42008 -2.23369
O -1.49053 -3.07768 1.36482
H 1.35823 -0.81538 -6.66982
H -2.44670 -3.27831 4.49405
H 1.43243 -0.14904 3.48162
H 5.05894 -1.94062 3.61734
C -4.15567 -3.77852 -3.89765
H 4.03011 -0.68180 -6.31528
F -1.78961 0.57675 0.31851
H -4.02115 4.72482 -2.89991
H 2.87698 -4.07373 -6.16194
H 2.46386 2.83893 5.45646
H -3.41822 0.87000 -1.76452
H -2.96418 2.33390 4.21722
H -6.79868 -0.07308 2.34782
O 2.28232 0.70414 5.39454
N -3.75685 3.03232 -0.72323
C 3.21544 2.41941 -1.59501
H -1.30302 -5.09939 3.91636
H -5.63478 1.77441 0.24000
*
```

## Properties
M in g/mol: 1085.70
E in a.u.: -5876.69173
Highest occupied orbital energy (alpha / beta) in hartree: -0.2441 / -0.2426
Kohn-Sham gap (alpha / beta) in eV: 5.86 / 4.91